Record 1
Entry from OMol25: a 13-piece molecular cluster, C5H35N2O13 overall (the ωB97M-V functional and the def2-TZVPD basis).

The geometry in XYZ format:
```
55
Properties=species:S:1:pos:R:3:forces:R:3
O -2.830835 -2.097740 1.976972 -0.2 -0.9 0.4
O 2.846264 1.695930 1.913456 -2.6 -3.2 1.8
H 0.761855 -0.630967 4.878360 -1.0 -1.3 -0.7
O 1.004286 3.968996 1.416010 2.0 0.3 2.0
H 3.514257 2.129258 1.471622 2.6 1.1 -1.6
H -0.330431 -2.945316 -1.541810 0.3 -1.0 2.4
H 0.673742 2.350582 -2.779112 0.1 -0.3 2.6
H -3.532200 -2.157887 2.731580 2.5 -0.9 -2.0
C 2.499963 -1.264959 -0.420794 0.7 -3.3 3.8
H 2.345774 -0.148937 -4.093780 0.6 0.9 -1.0
C 1.513681 -1.208594 0.493797 2.7 -0.8 -0.8
O 0.758344 2.861438 -1.056705 2.1 -2.1 -2.6
H -0.151024 3.027300 -1.150457 -2.2 0.8 0.7
H 0.628968 0.020331 -0.765805 -0.4 0.0 -1.7
H -2.140694 0.157048 -0.932813 -0.2 -0.5 -0.3
H -0.046907 -3.598622 1.928518 -2.9 1.2 0.1
O 0.195626 -1.331896 4.435665 0.6 1.8 1.2
C -1.450384 0.491416 1.485310 0.7 -2.7 2.5
H -2.138309 -2.838074 1.790726 -2.8 1.4 1.4
H 3.280031 -2.012933 -0.239570 0.0 0.2 0.1
H 1.547468 -1.817010 1.408009 0.0 0.2 -0.6
N -1.957663 -0.796946 -0.554478 0.0 0.0 1.7
C -0.888954 -0.623317 0.548017 -2.3 0.0 1.4
H 0.671013 -4.902908 1.886561 0.6 2.2 0.1
H -2.104735 3.307987 -0.243683 -0.5 0.2 0.9
H 3.015296 0.701863 1.929098 0.0 2.2 -0.3
H 0.885313 2.831010 -4.033187 -1.3 -1.8 -0.5
H 0.501603 -3.370967 -0.228814 2.4 -0.3 0.5
H -1.413529 0.886475 -3.045807 2.1 -0.6 -2.0
H 1.176820 3.036337 1.683920 -0.2 0.6 -0.1
O 0.816485 -3.894904 1.907130 2.3 -3.5 0.1
O -0.348205 -3.222050 -0.554063 -2.9 0.8 -3.0
H -0.501367 -0.516877 3.012482 -1.0 0.9 0.1
N -1.144808 0.266274 2.795602 2.5 -3.3 -4.5
O -1.796412 3.390206 -1.136888 -0.3 2.7 -2.4
H -1.981029 4.323758 -1.534872 0.3 -2.5 1.6
H 0.798486 -2.005389 4.168332 0.9 -1.0 -0.1
H 0.927545 0.863372 0.548129 -1.8 -2.5 0.4
H 2.677157 -0.754927 -1.282970 -0.4 1.7 -2.3
O 0.365400 2.058296 -3.622937 1.2 2.3 -2.0
O 1.629144 -0.332812 -3.521060 -1.0 -2.1 1.6
O -2.067777 1.119022 -2.452230 -2.7 -4.9 0.7
O -2.118840 1.392883 1.105252 -1.4 2.1 -1.6
H 0.942125 0.333312 -3.445678 0.7 1.0 -0.8
H 1.139860 3.198357 -0.283430 0.4 1.3 1.8
H -1.137766 -1.336367 -3.680388 -0.2 -0.4 0.2
O -0.681896 -1.721885 -2.916500 -2.2 0.0 -0.1
H 1.668412 4.453711 2.031233 -1.8 -1.0 -1.6
H -1.599456 -1.408395 -1.323922 -0.4 0.6 0.7
H -1.976267 1.985043 -2.298812 0.4 5.4 1.1
H 0.213464 -1.624996 -3.155851 2.5 0.3 -0.4
H -0.904573 -1.626275 1.010372 0.2 1.1 0.0
C 0.497843 -0.244613 0.248852 0.8 4.4 -0.9
H -2.826524 -1.193132 -0.028718 1.8 0.7 -1.2
H -1.425640 0.779491 3.520131 -1.5 2.8 3.0
```
Forces are in eV/Å.

The gap between HOMO and LUMO is 9.7 eV. Its charge is +1. The calculation puts the HOMO energy at -12.1 eV. The energy relative to the best compared isomer or geometry (same formula, charge and spin) is 137.06 kcal per mole. The value obtained for the total energy is -35343.333 eV.

=====

Record 2
Entry from OMol25: a single C27H28N2O6 molecule (the ωB97M-V functional and the def2-TZVPD basis).

The geometry in XYZ format:
```
63
Properties=species:S:1:pos:R:3:forces:R:3
C 0.437479 -2.571527 -5.408742 0.0 0.0 0.0
C 2.349786 1.281409 -0.561061 -0.1 0.1 -0.3
C -0.883263 0.447538 2.094463 -0.3 0.1 0.1
C -0.823995 -3.832678 0.435256 0.2 -0.2 0.2
H 2.101570 0.095483 -2.315417 0.0 -0.1 -0.1
O 2.593700 0.139006 0.167816 0.0 -0.1 -0.2
C -2.608246 1.765495 3.147148 -0.2 -0.2 -0.2
O -1.072675 -3.571565 -0.923625 -0.1 0.0 -0.2
C -1.275822 1.522387 2.893244 0.1 0.0 0.1
H -3.971830 -0.795446 1.420272 -0.1 -0.1 0.0
H 4.009549 -1.698873 -3.825378 0.1 0.0 0.0
H 2.809582 -1.018881 -4.928517 0.1 0.1 -0.1
C -1.867026 -0.419138 1.586193 0.0 0.2 0.4
H 1.108734 5.518729 -0.418699 0.0 0.1 0.0
C 1.565406 0.764145 2.298627 0.2 -0.1 -0.4
C -3.203179 -0.151461 1.822125 0.0 0.2 0.1
C 2.005061 -2.346367 -3.452264 0.1 0.0 0.2
H 1.667713 2.034514 -3.774881 0.0 0.0 -0.1
H -1.241128 -3.315025 -3.419233 -0.1 0.0 -0.1
H 3.315103 -2.694155 -5.109906 0.1 0.0 -0.1
H 2.252087 4.992772 0.821162 0.0 0.0 0.1
C 2.083353 3.663614 -0.848521 0.0 -0.1 -0.2
C 1.242270 -2.821522 -1.202464 -0.3 -0.1 0.3
C 2.331806 2.564928 -0.035428 0.1 -0.2 0.2
H -2.901297 2.600460 3.762559 0.0 0.1 0.0
H 3.055601 -0.729413 1.912298 0.0 0.1 0.0
H -1.697326 -4.387775 0.795805 0.1 0.1 0.0
C 2.101472 1.096481 -1.917096 0.1 -0.1 0.2
H 0.065791 -4.455583 0.580349 -0.1 0.2 0.0
N -1.529994 -1.576209 0.847463 -0.3 0.2 -0.3
H -6.248569 2.326529 3.698515 0.1 -0.2 -0.2
C 1.582101 4.651702 -3.108553 0.0 0.0 0.1
C -0.011350 -3.149054 -1.693850 0.1 0.0 -0.1
N 0.440175 0.245001 1.741115 -0.1 -0.2 -0.3
O -5.289542 2.229681 3.592573 0.1 0.4 0.3
H -2.189199 -1.846485 0.127285 0.2 0.0 0.0
C -0.255940 -3.058426 -3.060689 0.0 0.0 0.2
C -0.695851 -2.560091 1.279459 0.0 -0.4 -0.3
C -5.027763 1.172854 2.807590 -0.5 -0.2 -0.2
H 2.419969 5.347976 -3.089743 0.0 0.1 -0.1
O -5.908272 0.495642 2.334497 0.1 0.0 0.0
C 1.856975 2.189557 -2.722335 0.0 0.0 0.1
C 2.233989 -2.433329 -2.088453 -0.1 -0.1 -0.3
C 2.813129 0.275683 1.552219 0.2 0.1 0.3
C 1.846737 3.480828 -2.211779 0.0 0.0 0.0
H -0.514922 2.163195 3.306314 0.0 0.0 0.0
C 3.099871 -1.914530 -4.379762 -0.1 0.0 0.0
H 2.837832 5.660578 -0.706817 0.0 0.1 0.0
O 1.616802 1.511508 3.246728 0.1 0.1 0.2
C -3.586335 0.941943 2.593453 0.3 0.0 0.0
H 0.601109 -0.426574 0.999900 0.0 0.2 0.1
H 3.655477 0.941045 1.774052 -0.2 0.0 0.0
H 1.428736 4.323357 -4.133280 0.0 0.0 -0.1
H -0.591352 -2.854774 -5.613271 -0.1 0.0 -0.1
H 0.694944 5.194008 -2.782513 -0.1 0.1 0.0
H 1.097973 -3.229970 -5.971666 0.0 0.0 -0.1
H 3.208513 -2.184884 -1.694387 0.1 0.1 0.0
C 0.731973 -2.659460 -3.943103 -0.1 0.0 0.2
H 1.469747 -2.860339 -0.149213 0.0 0.0 0.2
H 2.505981 2.737371 1.015034 0.0 0.0 0.1
C 2.070760 5.036330 -0.249374 0.0 0.0 0.0
O 0.064371 -2.466447 2.216126 0.0 -0.1 0.2
H 0.597203 -1.556318 -5.770454 0.0 0.1 -0.1
```
Forces are in eV/Å.

The gap between HOMO and LUMO is 8.8 eV. As for the SMILES: Cc1ccc(OCC(=O)Nc2ccc(C(=O)O)cc2NC(=O)COc2ccc(C)c(C)c2)cc1C. The calculation puts the HOMO energy at -8.4 eV. The energy relative to the best compared isomer or geometry (same formula, charge and spin) is 3.30 kcal per mole. The value obtained for the total energy is -43720.669 eV.

=====

Record 3
Entry from OMol25: a single C3H7BrO2S molecule (the ωB97M-V functional and the def2-TZVPD basis).

The geometry in XYZ format:
```
14
Properties=species:S:1:pos:R:3:forces:R:3
C 1.271594 0.918273 0.033391 -4.5 0.5 1.3
S -1.391386 0.715224 0.023238 -0.1 3.3 -2.4
H 1.587991 1.599715 -0.687618 0.8 1.0 -0.9
C 0.288929 -1.419903 0.166826 -0.9 1.0 -2.0
H 0.280186 -1.374839 1.190400 -0.3 0.3 2.6
H -0.369573 -2.169291 -0.187048 -1.1 -0.4 -0.3
O -1.342128 1.078844 1.409488 0.6 0.1 -0.1
Br -2.903903 -0.691119 -0.046287 -1.8 -2.3 -0.2
H 0.842791 1.394102 0.969594 0.7 0.0 -1.2
H 1.205069 -1.786679 -0.103037 2.7 -0.9 -0.6
O -1.820687 1.685874 -1.000074 1.3 -1.1 1.7
H 1.898333 0.237725 0.412860 3.5 -1.9 1.0
H 0.283928 -0.131521 -1.676953 -0.9 0.2 2.4
C 0.168858 -0.056402 -0.504781 0.2 0.2 -1.3
```
Forces are in eV/Å.

The gap between HOMO and LUMO is 11.1 eV. As for the SMILES: CC(C)S(=O)(=O)Br. The calculation puts the HOMO energy at -10.6 eV. The energy relative to the best compared isomer or geometry (same formula, charge and spin) is 0.78 kcal per mole. The value obtained for the total energy is -88195.691 eV.

=====

Record 4
Entry from OMol25: a single C4H9NOS molecule (the ωB97M-V functional and the def2-TZVPD basis).

The geometry in XYZ format:
```
16
Properties=species:S:1:pos:R:3:forces:R:3
C 0.741087 0.622758 0.626477 0.5 -1.7 0.0
C -1.154440 -0.328059 -0.753885 0.5 -0.1 0.9
C -2.512212 0.170502 -1.200922 1.0 0.1 -0.5
H 0.340522 0.466353 1.633941 -0.4 0.6 0.0
H -2.333319 1.106235 -1.728000 -0.4 0.1 -0.2
C 1.688390 -0.599550 0.510003 1.2 1.1 0.1
H -3.091241 0.395975 -0.309906 -0.2 -0.2 0.0
H 1.252141 -1.454265 1.007255 0.0 -0.1 -0.1
H 1.976966 -0.864463 -0.500361 -0.3 0.1 -0.2
H -0.488032 1.610287 -0.669102 -0.4 0.0 -0.1
O -0.843065 -1.490485 -0.589436 -0.5 -0.2 -0.1
H 3.102882 -1.131829 2.297494 0.3 0.0 0.3
H 1.247704 1.580787 0.565724 0.3 -0.1 0.2
S 3.327410 -0.198971 1.375219 -1.1 -0.4 -0.3
N -0.277022 0.666452 -0.401881 -0.3 0.8 -0.2
H -2.977767 -0.551720 -1.862621 -0.2 0.0 0.2
```
Forces are in eV/Å.

The gap between HOMO and LUMO is 9.8 eV. As for the SMILES: CC(=O)NCCS. The calculation puts the HOMO energy at -9.1 eV. The energy relative to the best compared isomer or geometry (same formula, charge and spin) is 16.89 kcal per mole. The value obtained for the total energy is -18666.794 eV.